Formula: C14H19NO
Source: OMol25
Level of theory: ωB97M-V with the def2-TZVPD basis set

Last column: natural (NBO) charge in e.
Geometry (Å):
O  1.6019  -0.1979  -0.0913  -0.56
N  1.8563  2.2241  4.6669  -0.33
C  -3.1507  0.8655  -1.2066  0.00
C  -3.2193  -0.2995  -0.3962  -0.22
C  1.0181  1.3712  2.3365  -0.53
C  -1.9266  1.5592  -1.3160  -0.24
C  -0.8011  1.1019  -0.6329  -0.14
C  2.4492  -1.3275  -0.4202  0.11
C  -4.4266  1.4308  -1.8562  -0.63
C  -0.8389  -0.0526  0.1253  -0.09
C  1.7545  -2.1925  -1.4771  -0.64
C  -2.0484  -0.7581  0.2298  -0.20
C  3.8336  -0.8546  -0.8521  -0.62
C  0.6760  -0.1259  2.2438  -0.40
C  1.4967  1.7567  3.6569  0.29
C  0.4461  -0.5531  0.7630  0.09
H  1.7672  1.6472  1.5436  0.27
H  2.4709  -2.9154  -1.8885  0.21
H  4.5428  -1.6925  -0.8350  0.22
H  -4.2237  2.3846  -2.3900  0.21
H  1.5208  -0.7255  2.6563  0.22
H  -5.1617  1.6051  -1.0621  0.22
H  3.8161  -0.4527  -1.8915  0.21
H  -4.7841  0.7378  -2.5507  0.22
H  2.6017  -1.9504  0.4754  0.16
H  0.1206  1.7058  -0.7111  0.22
H  4.2150  -0.0491  -0.2169  0.22
H  -4.1677  -0.8368  -0.2714  0.22
H  0.1241  2.0048  2.1253  0.26
H  -0.2216  -0.3211  2.8509  0.22
H  0.2746  -1.6284  0.7907  0.19
H  1.3716  -1.6073  -2.3191  0.22
H  0.9074  -2.7049  -1.0746  0.21
H  -2.0261  -1.6068  0.9253  0.21
H  -1.8685  2.4578  -1.9301  0.21

The structure (SMILES) is Cc1ccc([C@H](CCC#N)OC(C)C)cc1. As for the HOMO energy: -9.074 eV. As for the spin multiplicity: 1. For the largest force on an atom, the calculation gives 2.72 eV/A. As for the LUMO energy: 0.026 hartree. The energy above the lowest of the compared OMol25 structures with the same formula, charge and spin comes out at 162.77 kJ/mol.

Formula: C14H19NO3
Source: OMol25
Level of theory: ωB97M-V with the def2-TZVPD basis set

Last column: natural (NBO) charge in e.
Geometry (Å):
O  1.1121  0.1972  4.9787  -0.59
O  1.6900  -1.9182  0.6855  -0.62
O  1.2675  1.4657  3.1534  -0.69
N  0.3532  -0.2960  1.5046  -0.61
C  -1.3435  -2.5174  2.6294  -0.61
C  0.8533  -0.4838  -3.2161  -0.22
C  -0.8811  1.5954  -5.1178  -0.59
C  0.7442  1.6935  -2.2349  -0.23
C  0.5978  1.5016  -4.7356  -0.42
C  1.0484  -0.9005  0.5080  0.67
C  0.8311  1.1373  -0.9725  -0.14
C  0.9696  0.3264  3.7937  0.79
C  0.9520  -1.0459  -1.9589  -0.15
C  0.9262  -0.2428  -0.8227  -0.17
C  -0.9156  -1.2804  3.4111  -0.20
C  -1.9964  -0.2022  3.3572  -0.62
C  0.7468  0.8934  -3.3714  0.01
C  0.4308  -0.7484  2.8672  -0.17
H  1.1546  -1.5761  2.8683  0.27
H  -0.1390  0.5627  1.3240  0.41
H  -1.3337  0.6063  -5.1237  0.21
H  -2.2740  -2.9120  3.0299  0.21
H  0.6804  2.7673  -2.3419  0.21
H  -0.5832  -3.2915  2.6888  0.22
H  -0.9910  2.0339  -6.1068  0.21
H  -1.4190  2.2132  -4.4020  0.21
H  1.6336  2.1121  3.7779  0.50
H  -0.7409  -1.5521  4.4565  0.22
H  -1.6805  0.6910  3.8923  0.21
H  1.0505  -2.1137  -1.8339  0.23
H  -2.9082  -0.5697  3.8215  0.22
H  -2.2271  0.0647  2.3279  0.20
H  -1.4955  -2.2700  1.5810  0.21
H  1.0363  2.5013  -4.7466  0.21
H  0.8617  1.7866  -0.1085  0.20
H  0.8677  -1.1184  -4.0906  0.21
H  1.1212  0.8898  -5.4728  0.21

The structure (SMILES) is CCc1ccc(C(=O)N[C@@H](C(=O)O)C(C)C)cc1. As for the HOMO energy: -9.255 eV. As for the spin multiplicity: 1. For the largest force on an atom, the calculation gives 0.66 eV/A. As for the LUMO energy: 0.020 hartree. The energy above the lowest of the compared OMol25 structures with the same formula, charge and spin comes out at 2.25 kJ/mol.

Formula: C14H20BBr10O10V
Source: OMol25
Level of theory: ωB97M-V with the def2-TZVPD basis set

Last column: Löwdin charge in e.
Geometry (Å):
Br  -0.9562  -0.6944  -2.8403  0.66
Br  0.3095  -2.5147  2.4949  0.60
Br  8.4496  2.6081  -3.3170  0.51
Br  -3.0004  1.1534  5.0296  0.62
Br  -3.8864  0.3059  -1.3023  0.65
Br  -6.9451  0.5763  2.2819  0.52
Br  -0.1775  -2.2380  -6.1589  0.53
Br  -1.2688  -3.0481  5.6748  0.58
Br  5.3997  2.8387  -4.3863  0.51
Br  -0.3200  -4.4604  -0.5386  0.65
V  -0.2526  4.6345  3.3507  1.19
O  1.8607  2.6049  -3.2147  0.11
O  0.3591  2.4551  2.9963  0.07
O  -1.7610  4.2078  3.5165  -0.23
O  1.8136  0.2582  -0.6779  0.24
O  -0.3452  0.6048  0.2364  0.20
O  1.3234  2.0119  1.0605  0.33
O  0.8066  2.2898  -1.2075  0.25
O  -1.8717  0.8279  1.9446  0.05
O  3.0833  0.0279  -2.4615  0.12
O  0.2576  5.0071  4.8092  -0.24
C  1.5401  1.9327  -2.2226  -0.36
C  0.4117  -2.0602  -3.3457  -0.63
C  -1.1723  -2.8141  0.0229  -0.72
C  -2.3748  -1.4086  5.9077  -0.67
C  -1.4217  -2.7660  1.5653  -0.61
C  -1.8458  -0.4736  4.8557  -0.67
C  6.0953  1.0418  -3.6628  -0.61
C  -5.5096  0.0676  0.9166  -0.68
C  7.6085  0.8581  -3.8094  -0.62
C  2.2256  0.5955  -1.8114  -0.47
C  -5.3194  1.0150  -0.1660  -0.68
C  -0.7490  1.0563  1.3849  -0.33
C  0.3919  1.8968  1.9180  -0.37
C  1.1179  -1.7017  -4.6629  -0.58
B  0.8840  1.3381  -0.1473  -0.89
H  -2.1259  -2.6334  -0.4731  0.05
H  5.8019  0.7438  -2.6562  0.06
H  -3.4130  -1.7320  5.8314  0.05
H  -0.2347  -2.9371  -3.3840  0.01
H  -1.8982  -0.8899  3.8497  0.00
H  -2.2486  -1.0825  6.9401  0.06
H  -0.8231  -0.1813  5.0939  0.06
H  -2.0712  -1.9193  1.7871  0.04
H  -6.2660  1.2710  -0.6419  0.07
H  1.1264  -2.2015  -2.5350  0.06
H  1.3152  -0.6298  -4.6482  0.04
H  -5.8015  -0.9332  0.5986  0.05
H  5.6638  0.3400  -4.3766  0.04
H  -4.8833  1.9343  0.2249  0.06
H  7.8829  0.5717  -4.8246  0.06
H  -0.4775  -1.9953  -0.1636  0.00
H  -4.6101  -0.0972  1.5098  0.03
H  -1.9272  -3.6635  1.9217  0.06
H  8.1262  0.1129  -3.2054  0.05
H  2.1037  -2.1120  -4.8817  0.06

As for the HOMO energy: -9.182 eV. As for the spin multiplicity: 1. For the largest force on an atom, the calculation gives 5.48 eV/A. As for the LUMO energy: -0.170 hartree. The energy above the lowest of the compared OMol25 structures with the same formula, charge and spin comes out at 0.00 kJ/mol.

Formula: C14H20ClI2O4PPtS2
Source: OMol25
Level of theory: ωB97M-V with the def2-TZVPD basis set

Last column: natural (NBO) charge in e.
Geometry (Å):
Pt  0.4557  0.2582  1.1999  0.89
I  -1.3888  -0.9502  3.3739  0.22
I  -1.9134  2.1943  1.6744  0.23
Cl  4.5874  0.0396  7.3440  -0.01
S  1.1313  1.2131  -1.0859  -0.50
S  -0.8274  -1.2084  -0.2193  -0.60
P  0.0057  -0.2524  -1.7895  1.74
O  0.9030  -1.1933  -2.6715  -0.84
O  -1.0893  0.2259  -2.8371  -0.86
O  2.7305  0.0672  1.3324  -0.60
O  0.8900  1.3982  2.9792  -0.79
C  1.7150  1.0356  3.9158  0.41
C  -0.4733  -3.2174  -3.0223  -0.64
C  2.2408  0.9581  6.2947  -0.18
C  -2.7538  0.4677  2.5747  -0.73
C  3.8683  0.1647  4.7351  -0.15
C  3.5034  0.4083  6.0251  -0.10
C  -1.9839  1.3606  -2.6254  0.10
C  -2.1773  1.9993  -3.9794  -0.62
C  1.3751  1.2671  5.2736  -0.24
C  -3.2838  0.8910  -2.0086  -0.64
C  2.9840  0.4485  3.6786  -0.31
C  0.5504  -2.2646  -3.6029  0.12
C  0.1358  -1.6874  -4.9419  -0.63
C  3.4206  0.1175  2.3483  0.44
H  4.8423  -0.2674  4.5156  0.22
H  -0.5789  -4.0691  -3.6970  0.22
H  -3.0988  0.3066  -1.1050  0.23
H  -3.3921  0.7876  3.3847  0.23
H  -3.3065  -0.0487  1.8024  0.23
H  1.4976  -2.7818  -3.7210  0.19
H  0.0412  -2.5029  -5.6649  0.21
H  -1.4800  2.0588  -1.9609  0.20
H  -3.8958  1.7577  -1.7403  0.22
H  -1.4514  -2.7355  -2.9264  0.21
H  -3.8393  0.2716  -2.7198  0.21
H  0.4036  1.7027  5.4796  0.22
H  -0.1687  -3.5806  -2.0425  0.23
H  4.4930  -0.0991  2.2325  0.14
H  1.9534  1.1362  7.3254  0.23
H  -1.2195  2.3119  -4.3996  0.22
H  -2.8244  2.8764  -3.8889  0.22
H  0.8855  -0.9819  -5.3089  0.22
H  -0.8204  -1.1719  -4.8661  0.22
H  -2.6465  1.2883  -4.6647  0.21

As for the HOMO energy (alpha / beta): -7.323 / -7.842 eV. As for the spin multiplicity: 3. For the largest force on an atom, the calculation gives 0.72 eV/A. As for the LUMO energy (alpha / beta): -0.012 / -0.037 hartree. The energy above the lowest of the compared OMol25 structures with the same formula, charge and spin comes out at 0.00 kJ/mol.

Formula: C14H20CoN4O2
Source: OMol25
Level of theory: ωB97M-V with the def2-TZVPD basis set

Last column: natural (NBO) charge in e.
Geometry (Å):
Co  -0.5370  -1.7955  0.3302  0.80
O  2.3208  -2.0414  -1.2450  -0.68
O  0.1047  -2.3928  -1.3937  -0.73
N  -3.1590  -2.5209  -1.0632  -0.60
N  0.0622  2.2592  -0.5591  -0.42
N  -0.7274  0.0975  -0.0736  -0.60
N  1.5272  0.4721  -0.3820  -0.62
C  2.7098  1.2575  -0.7251  -0.21
C  2.4565  2.7256  -0.4619  -0.42
C  1.1354  3.0883  -1.1072  -0.20
C  0.2657  0.9373  -0.3438  0.66
C  -0.8961  -1.7242  2.3583  -0.28
C  -2.0785  0.6528  -0.0072  -0.22
C  0.4622  -1.3676  2.1037  -0.21
C  1.0958  -2.4568  1.4729  -0.23
C  0.1367  -3.5051  1.3406  -0.25
C  -1.0670  -3.0687  1.9286  -0.20
C  -1.2000  2.9276  -0.2642  -0.20
C  1.3235  -2.4833  -1.8035  0.66
C  -2.1984  -2.2006  -0.5203  0.47
C  -2.0687  2.0433  0.5966  -0.42
H  -2.5345  0.6801  -1.0048  0.19
H  -3.9883  -2.7629  -1.5690  0.48
H  -1.9869  -3.6310  1.9634  0.26
H  2.9626  1.0998  -1.7771  0.20
H  -1.6689  1.9950  1.6127  0.21
H  2.4052  2.9219  0.6113  0.21
H  1.4049  -3.0133  -2.7643  0.12
H  0.9140  -0.4077  2.2908  0.27
H  -0.9741  3.8659  0.2461  0.21
H  3.2651  3.3256  -0.8769  0.24
H  3.5424  0.8834  -0.1306  0.22
H  2.1015  -2.4764  1.0880  0.29
H  1.6535  -0.5313  -0.5072  0.44
H  -3.0780  2.4500  0.6516  0.24
H  -1.6418  -1.1057  2.8300  0.26
H  0.2957  -4.4543  0.8561  0.27
H  -2.6913  -0.0052  0.6079  0.20
H  0.8708  4.1272  -0.9182  0.22
H  -1.7126  3.1774  -1.1985  0.20
H  1.1923  2.9570  -2.1925  0.20

As for the HOMO energy: -11.821 eV. As for the spin multiplicity: 1. For the largest force on an atom, the calculation gives 0.55 eV/A. As for the LUMO energy: -0.123 hartree. The energy above the lowest of the compared OMol25 structures with the same formula, charge and spin comes out at 6.10 kJ/mol. As for the charge: +1.

Formula: C14H20N2O3Pt
Source: OMol25
Level of theory: ωB97M-V with the def2-TZVPD basis set

Last column: natural (NBO) charge in e.
Geometry (Å):
Pt  0.0269  -1.0622  0.7175  0.76
O  -1.8956  0.2080  0.9214  -0.70
O  -1.8719  2.3699  0.3202  -0.66
O  2.1433  0.8882  1.1812  -0.70
N  0.5429  2.8802  -1.5112  -0.46
N  0.0294  0.9914  0.1195  -0.61
C  0.9651  1.7765  -0.7414  0.30
C  -1.3045  -3.7258  1.7650  -0.17
C  -2.3343  -4.4751  1.2527  -0.21
C  0.9765  -2.7221  1.5047  -0.59
C  0.5053  4.2211  -0.9790  -0.40
C  1.9162  0.8829  -1.5302  -0.61
C  0.7958  2.8156  1.7453  -0.66
C  -0.2092  -3.3310  0.9441  -0.15
C  -1.3102  -4.4438  -0.9269  -0.22
C  1.1207  1.7383  0.7406  0.39
C  -0.5218  2.6140  -2.4609  -0.41
C  -1.4100  1.2679  0.4745  0.89
C  -2.3360  -4.8628  -0.0844  -0.19
C  -0.2613  -3.7031  -0.4347  -0.18
H  1.6472  0.9043  -2.5828  0.22
H  -3.1340  -4.7964  1.9011  0.22
H  -0.4136  4.4440  -0.4266  0.19
H  1.8774  -0.1419  -1.1493  0.21
H  0.5674  -3.4338  -1.0804  0.22
H  1.6321  3.5039  1.8420  0.23
H  -0.4239  1.6028  -2.8491  0.20
H  1.9894  0.6742  2.1128  0.48
H  -1.5116  2.7230  -2.0053  0.21
H  2.9329  1.2558  -1.4241  0.23
H  -0.1037  3.3565  1.4683  0.26
H  1.9035  -2.9024  0.9631  0.23
H  -1.2940  -3.4682  2.8133  0.22
H  -0.4332  3.3224  -3.2864  0.20
H  1.3770  4.3916  -0.3523  0.20
H  0.5655  4.9020  -1.8293  0.20
H  0.6257  2.3370  2.7128  0.22
H  -3.1238  -5.4966  -0.4589  0.21
H  1.0751  -2.7858  2.5854  0.22
H  -1.3236  -4.7213  -1.9715  0.22

As for the HOMO energy (alpha / beta): -7.165 / -8.510 eV. As for the spin multiplicity: 3. For the largest force on an atom, the calculation gives 1.42 eV/A. As for the LUMO energy (alpha / beta): 0.017 / -0.049 hartree. The energy above the lowest of the compared OMol25 structures with the same formula, charge and spin comes out at 43.60 kJ/mol.